Record 1
This record from OMol25 describes a single C17H18NO molecule. The level of theory is ωB97M-V/def2-TZVPD.

maximum force: 3.31 eV Å⁻¹
Kohn-Sham gap (alpha / beta): 8.8 / 8.0 eV
⟨S²⟩: 0.767
LUMO energy (alpha / beta): 0.60 / -0.76 eV
spin multiplicity: 2

Each line ends with the natural charge from an NBO analysis.
Positions of all 37 atoms, in Å:
H 1.9823 -1.8715 1.7238  0.47
O 1.1236 -1.4368 1.5682  -0.72
C -3.4711 0.6490 -1.1600  -0.20
H 2.4659 1.9654 1.5078  0.23
C 1.0843 -0.8649 0.2580  0.19
H -0.5156 2.0873 0.8306  0.25
C 2.9111 -2.2759 -0.8106  -0.40
C -0.2842 -0.2720 0.1858  0.00
H 1.2019 0.8283 2.1116  0.25
C 3.8088 -1.0380 -0.8938  -0.40
H -2.8038 0.8916 -1.9893  0.22
H 3.6816 -0.5751 -1.8823  0.20
H 1.1085 -1.5483 -1.7716  0.21
H -3.3446 -0.7251 1.9559  0.22
C 0.9400 3.3948 0.0040  0.19
C 3.4796 -0.0030 0.1767  -0.40
H 3.1592 -2.8493 0.0936  0.19
N 1.2248 4.3971 -0.5503  -0.30
C -5.1447 -0.0115 0.9812  -0.21
C 1.9946 0.3505 0.1374  -0.21
C 0.5434 2.2175 0.6200  -0.17
C 1.4180 -1.9331 -0.7912  -0.41
H 0.8211 -2.8280 -0.5804  0.23
H -6.7522 0.7930 -0.2303  0.22
H -5.7930 -0.2796 1.8177  0.22
H 3.7420 -0.3599 1.1840  0.19
C -2.9140 0.0765 0.0023  -0.05
C 1.5764 1.3739 1.2324  -0.47
H 4.0419 0.9237 0.0057  0.22
C -3.7753 -0.2625 1.0662  -0.20
C -1.5036 -0.1566 0.0981  -0.01
H -5.2490 1.3433 -2.1543  0.22
H 4.8598 -1.3318 -0.8078  0.21
H 1.7980 0.7864 -0.8608  0.22
H 3.1072 -2.9348 -1.6627  0.22
C -4.8403 0.8985 -1.2451  -0.21
C -5.6824 0.5810 -0.1702  -0.20

Record 2
This record from OMol25 describes a molecular structure, C17H19BFe. The level of theory is ωB97M-V/def2-TZVPD.

maximum force: 3.39 eV Å⁻¹
relative energy (zero: lowest compared OMol25 entry of this formula, charge and spin): 0.233 eV
Kohn-Sham gap (alpha / beta): 5.5 / 8.5 eV
⟨S²⟩: 6.026
LUMO energy (alpha / beta): -0.39 / -0.39 eV
spin multiplicity: 5

Each line ends with the natural charge from an NBO analysis.
Positions of all 38 atoms, in Å:
C 1.3990 -0.4791 4.4212  -0.35
H -1.7178 -0.5798 7.4308  -0.09
C -1.4289 0.9962 3.8276  -0.46
C 2.2654 -0.1025 5.5185  -0.34
C -5.1274 0.2652 4.2365  -0.21
C 3.3523 0.7036 4.9844  -0.34
C 0.1617 2.1729 5.7321  -0.35
H 1.9001 3.4643 6.4591  0.25
H 3.8061 1.3580 2.8626  0.25
H -1.4089 1.0814 2.7334  0.22
H 1.5603 -0.0487 2.1914  0.25
C -3.2633 2.0682 5.3408  -0.25
C 0.4657 2.7442 3.4714  -0.32
C -2.8696 1.1653 4.3331  0.09
C -4.5757 2.0222 5.8329  -0.21
C 1.9399 0.1022 3.2010  -0.34
C -0.3443 1.9459 4.3518  -0.13
H -3.5001 -0.3726 2.9507  0.21
C 3.1410 0.8486 3.5544  -0.34
Fe 1.5702 1.4695 4.5541  0.94
C -5.5092 1.1286 5.2764  -0.23
B -1.0120 -1.4541 6.9732  0.29
H 4.2093 1.0632 5.5445  0.25
H 0.2497 2.8941 2.4163  0.24
H 2.1822 -0.4810 6.5332  0.25
H -5.8387 -0.4603 3.8213  0.21
H -4.8592 2.6811 6.6691  0.22
C 1.2824 3.1039 5.6404  -0.34
H 0.5971 -1.2013 4.5289  0.25
H -1.4962 -2.0796 6.0429  -0.10
H -2.5288 2.7664 5.7600  0.23
H -0.2865 1.7768 6.6442  0.25
H -1.1731 -0.0263 3.9370  0.22
C -3.8131 0.2930 3.7570  -0.24
H -6.5202 1.0434 5.7148  0.21
H 2.2510 4.1096 3.8562  0.25
C 1.4735 3.4409 4.2416  -0.34
H 0.2114 -1.3045 6.9748  -0.11

Record 3
This record from OMol25 describes a molecular structure, C17H19BrN7O4Ru. The level of theory is ωB97M-V/def2-TZVPD.

maximum force: 1.97 eV Å⁻¹
total charge: +3
relative energy (zero: lowest compared OMol25 entry of this formula, charge and spin): 0.819 eV
Kohn-Sham gap (alpha / beta): 7.6 / 6.0 eV
⟨S²⟩: 6.023
LUMO energy (alpha / beta): -10.77 / -12.36 eV
spin multiplicity: 5

Each line ends with the natural charge from an NBO analysis.
Positions of all 49 atoms, in Å:
H -3.1017 -3.4241 1.0481  0.28
N 0.4318 5.9551 -1.0642  -0.67
C 2.8283 -0.4660 -3.4382  -0.19
H 0.3651 -3.2449 2.5486  0.25
H -1.2675 -3.8503 2.8421  0.30
H -2.1362 -4.0696 -0.2792  0.29
Br -1.2216 -1.5749 -3.0577  0.16
C -2.3339 -3.1731 0.3181  -0.69
C -3.3792 1.1570 -1.0752  0.07
N 0.7923 3.7707 -1.7203  -0.46
C 0.3287 4.6781 -0.8156  0.63
N 1.2170 0.2429 -1.8372  -0.44
H 3.5434 1.0331 -4.8054  0.28
C -3.7644 -0.2676 -3.3864  -0.31
C -2.6327 -0.3579 -2.6239  0.16
H -0.9750 1.6039 1.9741  0.42
H 0.8373 6.2760 -1.9344  0.44
N -2.4145 0.3338 -1.4996  -0.59
N 0.0269 2.0020 -0.3697  -0.57
O -1.4031 -0.2771 1.3136  -0.69
C 2.8985 0.8185 -3.9636  -0.07
C -1.0727 -2.7494 1.0183  0.39
N -0.1900 4.2348 0.3266  -0.54
H -3.1785 1.6892 -0.1537  0.23
C 1.3371 1.5059 -2.2937  0.15
C -0.3477 2.9495 0.5689  0.63
H 3.4273 -1.2735 -3.8362  0.28
C 1.9593 -0.7166 -2.3818  0.07
N -0.8664 2.5793 1.7219  -0.73
H -5.3231 1.9749 -1.3529  0.26
H -6.5781 1.2517 -3.3093  0.53
H -0.2588 -4.6243 1.6369  0.29
H 0.7794 -2.4900 0.4675  0.54
Ru -0.2924 -0.0171 -0.5007  1.43
H 1.8690 -1.7199 -1.9765  0.23
C -4.5674 1.3141 -1.7486  -0.30
H 2.1835 2.8502 -3.7298  0.28
H -3.8985 -0.8393 -4.2936  0.29
C -0.5254 -3.6541 2.0699  -0.71
C 2.1449 1.8294 -3.3784  -0.15
H -2.7073 -2.4009 -0.3574  0.23
O -5.8783 0.6707 -3.6551  -0.58
O -2.3290 -1.6055 2.8855  -0.33
H 0.1612 6.6398 -0.3687  0.45
C 0.6656 2.5100 -1.4586  0.45
C -1.7321 -1.2843 1.9325  0.86
H -1.0927 3.2920 2.4069  0.46
O -0.1059 -2.2363 0.1454  -0.71
C -4.7945 0.5993 -2.9445  0.44

Record 4
This record from OMol25 describes a single C17H19Cl2N5O4 molecule. The level of theory is ωB97M-V/def2-TZVPD.

maximum force: 1.44 eV Å⁻¹
SMILES: Cn1c(NC[C@H](O)CO)nc2c1c(=O)n(Cc1ccc(Cl)c(Cl)c1)c(=O)n2C
relative energy (zero: lowest compared OMol25 entry of this formula, charge and spin): 0.084 eV
Kohn-Sham gap: 8.3 eV
LUMO energy: 0.45 eV

Each line ends with the natural charge from an NBO analysis.
Positions of all 47 atoms, in Å:
H -6.6281 0.8887 1.6599  0.16
N -3.0563 -1.1840 1.4138  -0.59
N 1.8437 0.0331 -1.3841  -0.45
C 4.5809 -1.5128 -0.5709  -0.19
H -4.6713 -0.5825 2.5656  0.20
H -3.6247 0.7190 1.9259  0.25
C 4.2480 -0.2790 -1.1167  -0.02
H -0.5203 2.8953 0.9156  0.22
H -3.3759 -2.1094 1.1615  0.39
N -1.0833 -1.6058 0.1553  -0.33
H 3.2529 0.6951 -2.7531  0.24
H 4.6727 1.8196 -1.1191  0.25
C -0.4367 0.4890 -0.0544  0.39
H -3.8104 1.0006 -0.5421  0.49
C -0.0903 2.8976 -0.0837  -0.41
C 5.6033 -1.6163 0.3538  -0.22
N 0.3293 1.5529 -0.4110  -0.41
H -0.8414 3.2436 -0.7958  0.20
C 5.9666 0.7548 0.2090  -0.05
H 0.7817 3.5467 -0.1331  0.24
O 2.2135 2.2742 -1.4321  -0.65
H -1.1744 -3.4798 1.0737  0.20
C 6.3026 -0.4848 0.7448  -0.07
C 1.5070 1.3464 -1.0944  0.80
O -4.3221 0.1905 -0.6787  -0.71
O -5.2528 2.2901 0.9845  -0.73
H -5.8419 3.0414 1.1002  0.48
O 1.5342 -2.2363 -1.3668  -0.65
H 3.0059 -1.0835 -2.6701  0.24
H -0.2614 -3.3815 -0.4507  0.27
C -4.1062 -0.2333 1.6991  -0.26
N -1.6057 0.5217 0.6187  -0.58
Cl 7.5813 -0.6213 1.8930  0.03
C -5.0509 -0.0340 0.4953  0.07
H 5.8678 -2.5723 0.7773  0.23
H -2.0385 -3.3517 -0.4814  0.20
C -1.1513 -3.0385 0.0750  -0.43
H -5.6319 -0.9464 0.3131  0.17
C -6.0202 1.1248 0.7760  -0.09
C -0.0705 -0.8101 -0.3632  -0.11
C 4.9417 0.8550 -0.7175  -0.22
C 3.1082 -0.1619 -2.0938  -0.25
H 4.0282 -2.3908 -0.8676  0.24
Cl 6.8222 2.1711 0.6912  0.03
H -6.6832 1.2459 -0.0905  0.18
C 1.1259 -1.1278 -1.0567  0.65
C -1.9682 -0.7533 0.7257  0.59

Record 5
This record from OMol25 describes a single C17H19ClN2O2 molecule. The level of theory is ωB97M-V/def2-TZVPD.

maximum force: 4.04 eV Å⁻¹
SMILES: COc1ccc(C#CC(=O)N2C[C@@H]3CNC[C@@H](C3)C2)cc1Cl
relative energy (zero: lowest compared OMol25 entry of this formula, charge and spin): 5.198 eV
Kohn-Sham gap: 8.6 eV
LUMO energy: 0.39 eV

Each line ends with the natural charge from an NBO analysis.
Positions of all 41 atoms, in Å:
O -3.2413 -1.1097 -1.0332  -0.59
H -0.8430 -3.6366 3.9926  0.21
C 1.8833 0.8183 -2.9970  -0.19
H -3.1564 -3.3385 0.8588  0.20
H -3.7458 -1.8758 1.3067  0.22
H -0.0214 -2.9677 0.3782  0.18
C -0.2777 -2.0926 0.8569  -0.21
C 2.8804 1.6698 -3.5254  0.00
C -0.2262 -0.8332 2.9823  -0.22
H 1.9035 -0.2857 -2.9565  0.24
C -2.0641 -1.0570 -0.6620  0.59
O 3.7697 3.7995 -3.9851  -0.51
H -1.0558 -4.2740 2.2970  0.21
H 3.9761 5.1457 -2.3176  0.19
C -0.0172 -2.2596 2.4018  -0.24
C 0.6668 1.3447 -2.5105  -0.17
C -0.3365 0.5147 -1.8503  0.14
H -0.4945 3.1626 -2.4095  0.23
H 5.1763 5.3299 -3.6174  0.20
C -1.2652 -0.1018 -1.3549  -0.12
H -2.1262 -1.7714 4.7222  0.19
H 0.4515 -1.3203 0.4885  0.21
N -1.7203 -1.7828 0.4728  -0.44
H 1.3949 4.6037 -3.1770  0.22
H -2.0477 -0.1381 2.2567  0.36
H 0.2901 -0.0816 2.4024  0.21
H -3.5785 -1.0748 3.8469  0.21
C 0.4477 2.7263 -2.6321  -0.17
C -2.5222 -2.7147 2.8490  -0.22
H 3.5491 5.7836 -4.0299  0.18
C 1.4797 3.5034 -3.0721  -0.22
C 4.1020 5.0990 -3.4403  -0.25
H 0.9795 -2.6379 2.5791  0.22
C -2.8470 -2.4336 1.2770  -0.21
H -3.3080 -3.4361 3.2095  0.21
H 0.1411 -0.8963 4.0015  0.19
C -2.5998 -1.5053 3.7861  -0.22
C 2.6881 3.0213 -3.5129  0.25
Cl 4.4969 0.9109 -3.9685  -0.03
C -1.0924 -3.3326 2.9180  -0.41
N -1.6896 -0.4755 3.1684  -0.64

Record 6
This record from OMol25 describes a single C17H19ClN2O3S molecule. The level of theory is ωB97M-V/def2-TZVPD.

maximum force: 1.02 eV Å⁻¹
SMILES: Cc1ccccc1CNC(=O)CN(c1ccccc1Cl)S(C)(=O)=O
relative energy (zero: lowest compared OMol25 entry of this formula, charge and spin): 0.134 eV
Kohn-Sham gap: 9.4 eV
LUMO energy: 0.51 eV

Each line ends with the natural charge from an NBO analysis.
Positions of all 43 atoms, in Å:
O 2.0635 -1.1748 0.4531  -0.63
C 0.2824 1.4473 1.9152  0.16
H -1.0605 -1.4677 1.0155  0.24
C 0.7891 -1.7716 -3.2757  -0.07
H -3.3357 1.0679 2.0341  0.25
H -0.5824 -0.6741 -1.1847  0.43
H -0.4245 -4.1965 -6.0265  0.21
N 0.4085 -0.8282 -1.0509  -0.63
C -0.0880 -3.5133 -5.2607  -0.20
C 1.2768 -3.7252 -1.7431  -0.66
C 1.2528 -0.7940 -2.2286  -0.25
O -2.3170 -0.0415 -0.3824  -0.96
H 1.0229 2.9657 4.8555  0.23
C 0.2106 1.7991 3.2620  -0.06
H 0.3020 -0.2218 -4.6622  0.21
C 0.8121 -3.1500 -3.0455  0.09
H 2.8854 3.4097 1.0308  0.22
H 1.5352 -4.7750 -1.8618  0.22
H -0.4716 -1.7542 -6.4226  0.21
H 2.2678 -1.0261 -1.8906  0.24
H -3.7757 2.2133 0.7399  0.25
C 0.3219 -1.2888 -4.4913  -0.19
C 2.1337 2.9581 1.6588  -0.21
C -0.1138 -2.1482 -5.4831  -0.22
H 2.1398 -3.1933 -1.3504  0.23
C -2.9754 1.8368 1.3642  -0.86
H 0.3896 -5.0688 -3.8803  0.21
H -2.5018 2.6438 1.9073  0.25
O -1.1602 2.1185 -0.5286  -0.93
C -0.1879 -0.8661 1.2732  -0.31
C 1.2527 2.0381 1.1178  -0.19
C 0.8917 -0.9878 0.1898  0.66
C 1.0938 2.7141 3.8089  -0.23
H 0.4834 -3.6535 -0.9984  0.22
H 1.2445 0.2200 -2.6452  0.20
H 1.3014 1.7765 0.0738  0.24
H 0.2255 -1.1915 2.2312  0.24
N -0.6468 0.5052 1.4071  -0.72
C 0.3712 -4.0016 -4.0514  -0.24
Cl -1.0004 1.0750 4.2549  0.01
C 2.0567 3.2925 3.0002  -0.17
S -1.7365 1.0905 0.2872  2.32
H 2.7475 4.0054 3.4234  0.22

Number 1: electronic energy -788.4678 Eh. Number 2: electronic energy -1947.4830 Eh. Number 3: electronic energy -4011.3996 Eh. Number 4: electronic energy -2154.4253 Eh. Number 5: electronic energy -1379.2399 Eh. Number 6: electronic energy -1852.8375 Eh.